DFT (wB97M-V/def2-TZVPD) results for the molecule C7H9NOS at a distorted geometry.

XYZ file:
```
19
C7H9NOS (wB97M-V/def2-TZVPD)
C 2.7860 -0.1293 -0.2243
C 2.3210 1.0754 0.2932
C 1.8464 -1.0509 -0.7701
C 0.9547 1.4899 0.3601
C 0.5453 -0.6911 -0.5803
C 0.0666 0.5846 -0.1435
C -2.2310 -0.9205 1.1980
N -1.2638 1.0043 -0.2487
O -3.6696 0.6156 -0.4886
S -2.4677 -0.1535 -0.2095
H 3.7936 -0.4358 -0.0324
H 3.0411 1.7374 0.8053
H 2.0222 -2.0935 -1.1451
H 0.5633 2.4943 0.5585
H -0.2630 -1.3004 -0.9240
H -3.1268 -1.5805 1.5549
H -1.4441 -1.6755 0.9475
H -1.3946 1.6942 0.5344
H -2.0797 -0.6647 -1.4853
```

Results
- Total energy: -800.1527 hartree
- SMILES: C=[S@@H](=O)Nc1ccccc1
- Highest occupied orbital energy: -8.74 eV
- LUMO: 0.423 eV